(1)
60
Properties=species:S:1:pos:R:3 method="wB97M-V/def2-TZVPD" lumo_energy_ha=-0.2570 orbital_gap_ev=7.2572 e_homo_ev=-14.3 de_lowest_ev=0.000 total_charge=+2 e_tot_ha=-4156.04096
H -5.275 -0.404 -1.445
C 2.180 -1.592 -2.473
N -0.170 -0.075 1.998
O 0.111 -0.057 -2.001
O 2.422 0.949 -1.881
C -3.926 2.188 1.367
H -1.972 4.220 -2.249
C 1.187 -0.122 2.226
C 0.793 0.183 4.582
H 3.531 0.123 4.680
H 0.239 -2.258 -3.133
O -2.570 -0.045 -0.121
C -1.477 3.797 -1.385
H 1.158 -4.214 -4.312
C -5.231 0.571 -0.966
C -0.126 2.774 0.842
H 3.566 -4.883 -5.599
S 1.589 -0.179 -1.673
C 1.709 0.016 3.524
C -0.931 4.634 -0.426
C 3.556 -1.804 -2.477
H 0.433 2.399 1.689
C 3.200 -3.799 -3.794
N 1.329 -0.503 -0.067
C -0.555 0.221 4.326
H 5.119 -3.095 -3.137
C -1.003 0.101 3.010
H 4.232 -1.103 -2.005
C 3.927 -0.086 2.594
H -2.055 0.151 2.769
H 1.162 0.290 5.594
C -4.694 -0.849 1.757
C 3.397 -0.229 1.292
As -4.047 0.471 0.522
C 3.116 0.020 3.687
H -1.277 0.352 5.118
H 4.810 -5.107 -4.367
H -4.040 2.955 0.604
Pt -0.536 -0.065 0.025
C 4.052 -2.916 -3.128
H -4.853 1.315 -1.665
C 3.741 -4.989 -4.527
H 0.180 4.839 1.388
H -3.853 -1.380 2.200
H 3.239 -5.901 -4.203
H 4.069 -0.313 0.449
C -0.254 4.148 0.678
C -1.360 2.423 -1.223
H -2.953 2.307 1.841
C 1.302 -2.449 -3.130
C 1.827 -3.544 -3.787
H -5.294 -0.378 2.533
C 2.044 -0.271 1.116
H -6.223 0.859 -0.617
H -4.720 2.284 2.106
F -1.050 5.949 -0.580
H -5.306 -1.565 1.210
C -0.700 1.949 -0.105
H 5.001 -0.065 2.716
H -1.766 1.754 -1.967


(2)
60
Properties=species:S:1:pos:R:3 method="wB97M-V/def2-TZVPD" lumo_energy_ha="-0.2375 / -0.3344" orbital_gap_ev="7.8918 / 5.4298" e_homo_ev="-14.4 / -14.5" de_lowest_ev=0.171 total_charge=+2 e_tot_ha=-4155.93727 s2=6.054 multiplicity=5
O 0.425 1.302 3.167
H -2.212 4.500 -3.122
H -1.032 4.980 1.160
H -3.681 -2.829 -2.271
H 6.249 0.759 -1.519
H 2.382 0.693 -3.380
H -2.727 -0.830 -1.197
H -0.380 -3.979 3.492
C -1.703 4.944 -2.265
C -2.281 -0.989 1.980
C 4.410 0.717 -2.618
H 0.789 -1.837 3.133
C -2.934 -2.188 2.183
H 2.657 0.316 3.192
C -0.252 -1.944 2.874
H -2.246 -5.409 3.011
C -0.912 -3.142 3.070
H -3.977 -2.284 1.920
H 1.150 -1.873 -2.784
Pt 0.090 0.445 -0.950
H -0.751 5.363 -2.595
C 5.245 0.474 1.004
F -2.339 -4.510 -3.683
C -2.630 -2.602 -2.357
N 2.414 0.477 -1.344
S -0.109 0.656 2.017
C 3.129 0.410 -0.209
C 3.017 0.629 -2.505
C 4.544 0.509 -0.223
H -3.606 -4.790 2.043
H 6.325 0.515 0.992
C -0.708 -1.199 -1.906
H -3.781 2.999 -1.328
C -0.361 4.412 0.518
C 4.560 0.411 2.203
C -2.077 -1.482 -1.766
C -0.943 -0.876 2.328
H -2.978 1.704 -0.404
C -0.445 -3.196 -3.251
H 0.370 5.089 0.066
O -0.366 2.471 -1.733
H 0.152 3.654 1.109
H -2.323 5.737 -1.845
C 3.176 0.342 2.247
C -1.807 -3.445 -3.100
C 5.174 0.663 -1.475
N 1.109 0.201 0.973
As -1.355 3.562 -0.931
H -3.480 3.194 0.417
C -2.257 -3.290 2.718
C -2.950 -4.592 2.887
H 4.864 0.836 -3.591
H 5.110 0.423 3.131
C 0.093 -2.071 -2.658
O -0.957 1.445 1.124
H -2.790 -0.131 1.569
C -3.090 2.780 -0.509
H 0.157 -3.873 -3.835
H -3.581 -4.563 3.776
C 2.431 0.309 1.052


(3)
73
Properties=species:S:1:pos:R:3 method="wB97M-V/def2-TZVPD" lumo_energy_ha=-0.0351 smiles="C[C@H](Cl)CC1=CC(=O)C(CCCC(=O)O)=C(Br)C1=O.O=C1OC[C@@H](F)O1.O=C1OC[C@@H](F)O1.O=C1OC[C@@H](F)O1.O=C1OC[C@@H](F)O1" orbital_gap_ev=9.0294 e_homo_ev=-10.0 de_lowest_ev=1.004 total_charge=0 e_tot_ha=-5605.78396
Cl 0.706 4.225 -0.297
H 0.020 1.779 -1.631
C -0.272 -2.086 -1.604
O 4.561 1.199 3.169
C 5.509 6.671 -0.926
C 0.749 -0.929 -1.610
C -4.165 -1.486 -6.872
O 5.794 5.573 -1.691
H -1.130 2.389 1.912
C -4.790 -0.363 -6.091
H -0.684 -2.935 3.650
H 3.833 4.545 0.640
H -1.912 -4.188 -1.137
O -1.811 -2.946 6.661
H -0.035 -3.640 5.891
H -1.614 3.454 0.589
O 0.488 -2.563 1.728
O 4.545 6.395 -0.009
H 5.508 -0.554 2.614
H -2.612 -2.017 0.807
O 6.041 7.724 -1.044
C -1.325 -2.593 4.460
C -4.832 -1.402 -0.439
H 1.735 1.739 -1.226
H -4.404 -3.419 -1.231
C -1.651 -3.677 -0.196
O -4.305 -2.800 -3.785
H -3.244 -2.102 -1.678
H 6.350 0.382 3.864
C 4.072 5.073 -0.280
O 1.589 -0.817 -2.434
O -3.578 -2.284 -5.858
C 0.555 0.081 -0.459
H 0.043 0.261 1.592
C 4.326 1.915 2.043
Br -0.955 -2.728 -3.289
C -2.960 -2.952 0.326
O 5.354 1.799 1.154
H 5.990 4.014 -0.363
C -3.860 -2.529 -0.863
O -5.143 -1.012 -4.867
O -2.498 -3.401 4.566
H -1.301 -4.403 0.563
O -4.835 -0.954 0.654
H 1.087 2.374 1.195
C 5.761 0.453 2.951
H -4.085 0.444 -5.885
H -4.874 -2.088 -7.445
C -1.108 2.497 0.805
H 3.173 5.127 -0.896
F -3.190 -1.033 -7.692
F 4.821 3.553 -1.925
O -5.722 -0.872 -1.332
H -5.667 0.053 -6.582
H -1.681 1.642 0.404
C 0.071 -1.924 0.814
H -5.680 -1.427 -2.133
F 7.174 0.474 1.060
C -4.337 -2.098 -4.744
O -3.760 -4.038 6.321
C 6.444 1.261 1.883
H -3.523 -3.572 1.045
H -1.614 -1.557 4.268
C 0.729 1.563 -0.797
C 5.235 4.465 -1.011
C -0.621 -2.562 -0.408
H 7.069 2.073 2.260
O 3.350 2.568 1.855
C -2.789 -3.513 5.891
F -0.023 -1.657 6.195
C 0.385 2.527 0.359
C -0.693 -2.772 5.811
C 0.220 -0.398 0.734